No. 1
# C19H19ClN4O4

C19H19ClN4O4 in the gas phase (ωB97M-V/def2-TZVPD, the OMol25 dataset).

Positions of all 47 atoms, in Å:
O: -1.36 -3.35 0.70
C: -1.03 -2.58 -0.18
N: 0.17 -2.51 -0.77
C: 1.33 -3.24 -0.32
C: 2.45 -2.28 0.01
C: 3.25 -1.74 -0.98
C: 4.26 -0.87 -0.62
C: 4.43 -0.56 0.72
C: 3.56 -1.14 1.64
N: 2.60 -1.98 1.29
C: -2.00 -1.53 -0.73
O: -1.74 -0.85 -1.71
N: -3.13 -1.47 -0.02
C: -4.07 -0.39 -0.15
C: -3.63 0.83 0.71
O: -4.40 1.96 0.45
C: -3.80 2.67 -0.62
C: -2.33 2.20 -0.69
N: -2.28 1.21 0.36
C: -1.21 0.76 1.06
O: -1.35 0.00 2.00
C: 0.13 1.24 0.62
C: 1.01 1.73 1.58
C: 2.27 2.16 1.23
C: 2.67 2.08 -0.09
Cl: 4.24 2.64 -0.55
C: 1.83 1.54 -1.06
C: 0.56 1.13 -0.70
H: 0.28 -1.80 -1.49
H: 1.03 -3.79 0.58
H: 1.65 -3.94 -1.10
H: 3.09 -2.01 -2.02
H: 4.91 -0.44 -1.37
H: 5.21 0.11 1.05
H: 3.64 -0.93 2.69
H: -3.13 -2.04 0.82
H: -4.09 -0.10 -1.20
H: -5.06 -0.71 0.16
H: -3.69 0.58 1.77
H: -4.33 2.45 -1.56
H: -3.90 3.73 -0.40
H: -1.62 3.01 -0.50
H: -2.12 1.75 -1.66
H: 0.68 1.77 2.61
H: 2.94 2.56 1.97
H: 2.17 1.46 -2.08
H: -0.09 0.69 -1.45

Calculated values
Strongest force on any atom = 0.82 eV Å⁻¹
Gap between HOMO and LUMO = 0.359 hartree
Molar mass = 402.84 g mol⁻¹
Relative energy (zero: lowest compared OMol25 entry of this formula, charge and spin) = 0.0 kcal/mol
2S+1 = 1
SMILES string = O=C(NCc1ccccn1)C(=O)NC[C@@H]1OCCN1C(=O)c1ccc(Cl)cc1
Highest occupied orbital energy = -0.3389 Ha

No. 2
# C4H13HgO2P

A molecular structure, C4H13HgO2P in a non-equilibrium geometry (ωB97M-V/def2-TZVPD, the OMol25 dataset).

Positions of all 21 atoms, in Å:
Hg: 1.91 0.76 1.29
C: -2.58 -1.74 0.78
P: -1.41 -0.37 0.53
C: -1.71 0.39 -1.09
C: -1.73 0.82 1.88
O: -0.01 -0.89 0.62
H: -3.60 -1.38 0.75
H: -2.36 -2.20 1.74
H: -2.42 -2.48 0.00
H: -2.70 0.81 -1.18
H: -1.57 -0.39 -1.85
H: -0.96 1.16 -1.26
H: -2.77 1.12 1.92
H: -1.09 1.70 1.74
H: -1.44 0.33 2.82
C: 4.43 0.49 -1.41
O: 3.03 0.61 -1.24
H: 4.67 0.55 -2.48
H: 4.82 -0.46 -1.03
H: 4.89 1.33 -0.88
H: 2.59 -0.15 -1.66

Calculated values
Strongest force on any atom = 2.00 eV Å⁻¹
Gap between HOMO and LUMO (alpha / beta) = 0.379 / 0.255 hartree
Molar mass = 324.71 g mol⁻¹
2S+1 = 2
Net charge = +1
Highest occupied orbital energy (alpha / beta) = -0.4966 / -0.5194 Ha

No. 3
# C4H15N2O2

3 unconnected molecules or ions with the total composition C4H15N2O2 in a non-equilibrium geometry (ωB97M-V/def2-TZVPD, the OMol25 dataset).

Positions of all 23 atoms, in Å:
C: -0.94 -1.92 -1.93
C: -0.90 -0.47 -1.83
C: -2.18 0.09 -0.92
N: -1.76 0.58 0.43
C: -0.51 1.03 0.57
N: -0.23 1.58 1.79
H: -1.35 -2.39 -1.05
H: -1.76 -2.27 -2.72
H: 0.02 -2.41 -2.10
H: 0.05 -0.03 -1.50
H: -1.02 -0.01 -2.82
H: -2.61 0.98 -1.30
H: -2.89 -0.63 -0.83
H: -2.52 1.00 1.04
H: 0.40 0.86 -0.07
H: 0.79 1.86 1.98
H: -0.95 1.72 2.61
H: 3.04 0.37 0.84
H: 3.22 1.84 0.67
O: 3.01 1.11 1.36
H: 2.85 -2.22 -0.04
H: 2.19 -1.86 1.17
O: 2.19 -1.64 0.28

Calculated values
Strongest force on any atom = 5.16 eV Å⁻¹
Gap between HOMO and LUMO = 0.406 hartree
Molar mass = 123.18 g mol⁻¹
Relative energy (zero: lowest compared OMol25 entry of this formula, charge and spin) = 50.5 kcal/mol
2S+1 = 1
Net charge = +1
Highest occupied orbital energy = -0.5351 Ha

No. 4
# C24H75N3O12

12 unconnected molecules or ions with the total composition C24H75N3O12 in a non-equilibrium geometry (ωB97M-V/def2-TZVPD, the OMol25 dataset).

Positions of all 114 atoms, in Å:
C: -25.82 16.77 3.31
O: -24.76 15.81 3.34
C: -24.75 14.65 2.57
C: -23.42 13.92 2.65
C: -23.47 12.44 2.10
N: -22.89 13.80 4.00
H: -25.82 17.18 2.30
H: -25.61 17.61 3.96
H: -26.78 16.41 3.69
H: -25.52 13.98 2.95
H: -24.92 14.84 1.51
H: -22.63 14.46 2.13
H: -24.27 11.89 2.59
H: -22.52 11.96 2.35
H: -23.63 12.36 1.03
H: -22.65 14.67 4.44
H: -23.65 13.42 4.53
C: -27.32 7.18 5.86
O: -26.52 7.21 4.65
C: -25.46 8.09 4.83
C: -24.69 8.07 3.57
C: -23.97 6.77 3.24
N: -23.66 9.14 3.64
H: -27.89 6.25 5.84
H: -28.05 8.00 5.84
H: -26.69 7.16 6.75
H: -25.84 9.08 5.07
H: -24.84 7.74 5.66
H: -25.31 8.26 2.69
H: -24.66 5.93 3.16
H: -23.13 6.61 3.91
H: -23.51 6.74 2.26
H: -23.26 9.18 2.72
H: -24.08 10.04 3.81
C: -19.08 14.57 8.14
O: -19.68 13.42 7.50
C: -19.71 13.44 6.12
C: -20.18 12.08 5.54
C: -19.09 10.94 5.95
N: -20.50 12.14 4.09
H: -19.28 14.57 9.22
H: -19.45 15.52 7.77
H: -18.03 14.57 7.85
H: -20.37 14.25 5.81
H: -18.70 13.53 5.72
H: -21.14 11.86 6.00
H: -18.22 11.02 5.30
H: -19.60 9.99 5.84
H: -18.80 11.16 6.98
H: -20.94 11.31 3.72
H: -21.19 12.87 3.99
C: -26.63 11.86 0.29
C: -26.40 10.34 0.53
O: -26.18 9.82 -0.72
H: -26.86 12.40 1.21
H: -27.39 12.06 -0.47
H: -25.76 12.44 0.01
H: -27.30 9.92 0.98
H: -25.55 10.21 1.20
H: -25.40 10.24 -1.08
C: -19.64 5.94 2.76
C: -18.77 6.01 4.07
O: -18.80 7.34 4.54
H: -19.23 6.66 2.05
H: -20.69 6.13 2.98
H: -19.52 4.98 2.25
H: -17.75 5.73 3.82
H: -19.03 5.30 4.86
H: -19.70 7.56 4.80
C: -23.96 8.68 -3.56
C: -22.49 8.61 -3.75
O: -21.91 9.76 -3.21
H: -24.24 8.35 -2.56
H: -24.46 8.09 -4.33
H: -24.35 9.69 -3.68
H: -22.23 8.51 -4.80
H: -22.08 7.71 -3.30
H: -20.96 9.68 -3.31
C: -20.27 12.29 -0.60
C: -20.49 13.40 0.44
O: -19.30 14.18 0.58
H: -21.08 11.58 -0.46
H: -19.27 11.87 -0.50
H: -20.34 12.74 -1.59
H: -20.73 13.07 1.45
H: -21.29 14.11 0.22
H: -19.45 15.00 0.10
C: -20.73 9.18 1.37
C: -21.85 8.57 0.60
O: -23.04 9.33 0.97
H: -19.82 8.73 0.97
H: -20.75 9.04 2.45
H: -20.73 10.26 1.20
H: -21.95 7.50 0.78
H: -21.79 8.68 -0.48
H: -23.12 9.94 0.24
C: -19.09 6.02 -0.85
C: -19.61 4.96 -1.76
O: -18.57 4.08 -2.23
H: -18.71 5.54 0.05
H: -19.88 6.73 -0.63
H: -18.25 6.59 -1.24
H: -20.12 5.31 -2.66
H: -20.32 4.28 -1.29
H: -18.59 3.36 -1.60
O: -23.74 11.00 -1.39
H: -23.12 10.57 -1.98
H: -24.05 11.76 -1.88
O: -21.33 8.07 4.95
H: -22.16 8.43 4.63
H: -21.58 7.34 5.50
O: -17.63 9.17 2.92
H: -17.89 8.71 3.72
H: -18.13 9.98 2.94

Calculated values
Strongest force on any atom = 2.76 eV Å⁻¹
Gap between HOMO and LUMO = 0.313 hartree
Molar mass = 597.87 g mol⁻¹
Relative energy (zero: lowest compared OMol25 entry of this formula, charge and spin) = 37.7 kcal/mol
2S+1 = 1
SMILES string = COC[C@H](C)N.COC[C@H](C)N.COC[C@H](C)N.CCO.CCO.CCO.CCO.CCO.CCO.O.O.O
Highest occupied orbital energy = -0.3052 Ha

No. 5
# C5H10MgO3Ru

A molecular structure, C5H10MgO3Ru in a non-equilibrium geometry (ωB97M-V/def2-TZVPD, the OMol25 dataset).

Positions of all 20 atoms, in Å:
O: -0.52 0.54 -1.49
C: 0.73 1.17 -1.39
C: 0.72 2.22 -0.29
O: 0.18 1.63 0.89
C: 1.07 1.38 1.97
Ru: -1.36 0.39 0.45
H: 1.02 1.64 -2.34
H: 1.49 0.40 -1.14
H: 0.06 3.06 -0.57
H: 1.72 2.62 -0.10
H: 0.47 0.98 2.79
H: 1.84 0.65 1.67
H: 1.57 2.33 2.23
C: -2.17 -1.18 -0.79
C: -0.71 -1.21 -1.12
O: -0.03 -1.47 0.00
Mg: 1.62 -2.35 0.66
H: -2.48 -2.07 -0.22
H: -2.80 -0.88 -1.63
H: -0.27 -1.66 -2.03

Calculated values
Strongest force on any atom = 3.13 eV Å⁻¹
Gap between HOMO and LUMO (alpha / beta) = 0.280 / 0.275 hartree
Molar mass = 243.51 g mol⁻¹
Relative energy (zero: lowest compared OMol25 entry of this formula, charge and spin) = 16.9 kcal/mol
2S+1 = 6
Net charge = +1
Highest occupied orbital energy (alpha / beta) = -0.4023 / -0.4598 Ha

No. 6
# C2H5N2S

2 unconnected molecules or ions with the total composition C2H5N2S in a non-equilibrium geometry (ωB97M-V/def2-TZVPD, the OMol25 dataset).

Positions of all 10 atoms, in Å:
C: 0.95 0.57 0.24
C: -1.77 -1.10 0.38
N: 0.03 -0.02 0.93
N: 0.88 0.66 -1.11
S: -2.57 -0.50 -0.76
H: 1.88 1.21 0.69
H: -1.35 -2.00 0.81
H: -0.16 0.12 1.93
H: 1.77 0.96 -1.38
H: 0.36 0.11 -1.72

Calculated values
Strongest force on any atom = 3.47 eV Å⁻¹
Gap between HOMO and LUMO (alpha / beta) = 0.310 / 0.310 hartree
Molar mass = 89.14 g mol⁻¹
Relative energy (zero: lowest compared OMol25 entry of this formula, charge and spin) = 51.5 kcal/mol
2S+1 = 1
Net charge = +1
Highest occupied orbital energy (alpha / beta) = -0.5349 / -0.5349 Ha

No. 7
# C5H3N3

C5H3N3 in the gas phase in a non-equilibrium geometry (ωB97M-V/def2-TZVPD, the OMol25 dataset).

Positions of all 11 atoms, in Å:
H: 0.95 -1.82 -0.16
N: 0.30 -1.72 -0.93
C: 0.05 -0.44 -0.88
N: -0.80 0.34 -1.80
C: -1.37 1.24 -0.98
C: -0.68 1.39 0.35
C: 0.22 0.36 0.42
C: 0.82 -0.35 1.57
N: 1.59 -0.87 2.36
H: -1.83 2.20 -1.21
H: -0.93 2.08 1.14

Calculated values
Strongest force on any atom = 6.85 eV Å⁻¹
Gap between HOMO and LUMO = 0.314 hartree
Molar mass = 105.10 g mol⁻¹
Relative energy (zero: lowest compared OMol25 entry of this formula, charge and spin) = 53.6 kcal/mol
2S+1 = 1
SMILES string = [H]/N=C1/N=CC=C1C#N
Highest occupied orbital energy = -0.3876 Ha

No. 8
# C5H10O

C5H10O in the gas phase (ωB97M-V/def2-TZVPD, the OMol25 dataset).

Positions of all 16 atoms, in Å:
C: 2.60 -0.45 -0.02
O: 1.35 -0.10 -0.55
C: 0.41 0.14 0.49
C: -0.85 0.71 -0.10
C: -2.24 0.32 0.34
C: -1.65 -0.26 -0.90
H: 2.58 -1.39 0.54
H: 3.31 -0.57 -0.85
H: 2.99 0.33 0.65
H: 0.19 -0.82 1.00
H: 0.82 0.85 1.21
H: -0.77 1.72 -0.48
H: -3.01 1.08 0.18
H: -2.38 -0.34 1.19
H: -1.36 -1.31 -0.85
H: -1.98 0.10 -1.86

Calculated values
Strongest force on any atom = 0.44 eV Å⁻¹
Gap between HOMO and LUMO = 0.405 hartree
Molar mass = 86.13 g mol⁻¹
Relative energy (zero: lowest compared OMol25 entry of this formula, charge and spin) = 37.4 kcal/mol
2S+1 = 1
SMILES string = COCC1CC1
Highest occupied orbital energy = -0.3618 Ha